Model 1:
64
Properties=species:S:1:pos:R:3 method="wB97M-V/def2-TZVPD" multiplicity=1 lumo_energy_ha=0.0629 total_charge=-1 e_homo_ev=-3.82 gap_ev=5.53
C -4.5497 0.4438 6.4331
C -3.7094 1.5565 6.3154
C -2.9811 1.7679 5.1367
C -3.0822 0.8586 4.0680
P -2.3588 1.1594 2.4010
C -2.7725 2.9281 2.1725
C -1.7974 3.9273 2.2467
C -2.1553 5.2591 2.0076
C -3.4762 5.5834 1.6868
C -4.4571 4.5858 1.6569
C -4.1090 3.2561 1.9106
C -0.5932 1.1736 2.2676
C 0.1206 0.0852 1.8438
N 0.9345 -0.7411 1.6468
O -3.0416 0.2760 1.4039
C -3.8985 -0.2749 4.2131
C -4.6425 -0.4721 5.3793
H -5.1364 0.2932 7.3402
H -3.6358 2.2723 7.1369
H -2.3574 2.6601 5.0435
H -0.7669 3.6719 2.4887
H -1.3936 6.0357 2.0630
H -3.7447 6.6138 1.4575
H -5.4931 4.8342 1.4279
H -4.8689 2.4709 1.9133
H -0.0224 1.8939 2.8701
H -3.9832 -0.9779 3.3827
H -5.3066 -1.3347 5.4579
C 7.0626 -1.6278 0.2384
N 6.1299 -2.3851 -0.5773
C 6.6676 -3.6269 -1.1135
C 4.8123 -1.9598 -0.7759
C 4.4574 -1.1802 -1.9147
C 3.1564 -0.7588 -2.0824
C 2.1129 -1.1435 -1.1977
C 0.7480 -0.6996 -1.4319
C 0.2021 -0.8446 -2.6693
C -1.1873 -0.4313 -3.0767
O -2.0228 0.1451 -2.3999
C -1.3445 -0.8724 -4.4957
C -0.1747 -1.5081 -4.9287
C -0.0512 -2.0168 -6.2165
C -1.1441 -1.8836 -7.0848
C -2.3364 -1.2525 -6.6454
C -2.4422 -0.7357 -5.3437
C 0.8115 -1.5894 -3.8190
O 1.8735 -2.2015 -3.8712
C 2.4818 -1.9832 -0.1260
C 3.7953 -2.3173 0.1453
H 6.5614 -0.7502 0.6645
H 7.4472 -2.2624 1.0499
H 7.9147 -1.3016 -0.3765
H 5.8861 -4.1891 -1.6389
H 7.4929 -3.4105 -1.8093
H 7.0718 -4.2410 -0.2944
H 5.2191 -0.9661 -2.6761
H 2.9271 -0.0873 -2.9072
H 0.1108 -0.3051 -0.6487
H 0.8845 -2.4974 -6.5076
H -1.0712 -2.2742 -8.1057
H -3.1820 -1.1700 -7.3346
H -3.3460 -0.2378 -4.9844
H 1.7035 -2.3399 0.5440
H 4.0503 -2.9004 1.0398

Model 2:
64
Properties=species:S:1:pos:R:3 method="wB97M-V/def2-TZVPD" multiplicity=1 lumo_energy_ha=0.0109 total_charge=-1 e_homo_ev=-3.36 gap_ev=3.66
C -5.7822 1.9681 5.3901
C -4.9545 3.0684 5.2759
C -4.1319 3.2034 4.1711
C -4.1509 2.2370 3.1944
P -3.0851 2.3708 1.7632
C -3.4322 3.9677 1.0284
C -2.4736 4.9496 0.9700
C -2.7883 6.1754 0.4115
C -4.0569 6.4095 -0.0807
C -5.0151 5.4194 -0.0074
C -4.6994 4.1924 0.5502
C -1.3899 2.2996 2.3300
C -0.6401 1.4741 1.7018
N 0.0754 0.6747 1.0845
O -3.4039 1.2345 0.7618
C -4.9801 1.1490 3.2898
C -5.8045 1.0130 4.3931
H -6.4248 1.8626 6.2489
H -4.9656 3.8325 6.0357
H -3.4913 4.0648 4.0557
H -1.4840 4.7521 1.3515
H -2.0432 6.9514 0.3697
H -4.3046 7.3706 -0.5018
H -6.0108 5.6039 -0.3746
H -5.4322 3.4021 0.6094
H -1.0768 2.8903 3.1668
H -4.9818 0.4250 2.4888
H -6.4771 0.1744 4.4615
O 2.9025 -2.6715 3.1973
C 3.3722 -3.2406 2.2109
O 3.1117 -4.3700 1.7996
C 4.3847 -2.4537 1.3936
C 5.7111 -3.2184 1.2042
C 5.8557 -3.3974 -0.2731
C 4.7563 -2.8345 -0.9343
C 4.6042 -3.0414 -2.3025
C 5.5593 -3.7514 -2.9925
C 6.6528 -4.2828 -2.3319
C 6.8020 -4.1184 -0.9678
N 3.8756 -2.2372 0.0167
C 2.5796 -1.8234 -0.1969
C 2.1078 -1.5458 -1.4700
C 0.8046 -1.7300 -1.8882
C 0.3810 -1.6956 -3.2480
C -0.8791 -2.2128 -3.5973
C -1.3027 -2.2161 -4.9035
C -0.4951 -1.7020 -5.9037
C 0.7569 -1.2045 -5.5881
C 1.1957 -1.2054 -4.2858
H 4.5349 -1.4757 1.8672
H 6.5757 -2.6880 1.6146
H 5.6477 -4.1973 1.6897
H 3.7179 -2.7302 -2.8185
H 5.4398 -3.9097 -4.0518
H 7.3779 -4.8551 -2.8827
H 7.6150 -4.5805 -0.4370
H 1.8938 -1.8804 0.6351
H 2.8344 -1.2421 -2.2006
H 0.0820 -2.0439 -1.1586
H -1.5027 -2.6323 -2.8267
H -2.2655 -2.6286 -5.1549
H -0.8377 -1.7010 -6.9273
H 1.3897 -0.8134 -6.3691
H 2.1661 -0.8050 -4.0574

Result of the stability comparison: model 1 is the most stable of them.